<w>
ORCA calculation (ωB97M-V with the def2-TZVPD basis set) on a gas-phase ion, C5H13NP (charge +1).

Values from the calculation:
SMILES: C[C@H]1C[NH2+][C@H](C)P1
total charge: +1
E_HOMO: -13.77 eV
LUMO level: -3.240 eV
HOMO-LUMO gap: 10.53 eV

Last column: Löwdin charge in e.
Atoms and positions in Å:
C 1.4018 -0.2952 0.3727  -0.555
C 0.2659 0.0710 1.2423  -0.240
C 2.8160 0.2471 0.6941  -0.069
C -2.0362 -0.7879 -1.4769  -0.085
C -1.0217 0.1357 -0.8716  -0.482
N -0.9796 -0.3482 0.6297  0.014
P 0.7687 0.0452 -1.3845  1.051
H 1.4483 -1.3760 0.5221  0.114
H 0.1182 1.2887 1.3871  0.200
H 2.9031 -0.0078 1.7095  0.061
H 3.4382 -0.4459 0.1294  0.091
H 3.0148 1.2904 0.6113  0.079
H -2.9859 -0.6328 -1.1319  0.070
H -2.0799 -0.7138 -2.4859  0.061
H -1.6172 -1.7937 -1.4317  0.094
H -1.3929 1.2185 -0.8507  0.143
H -1.8234 -0.3668 1.1173  0.152
H 0.5008 -0.3066 2.2778  0.157
H -0.8233 -1.4161 0.4464  0.202
H 0.5452 -1.2464 -1.7891  -0.061

<x>
ORCA calculation (ωB97M-V with the def2-TZVPD basis set) on a gas-phase ion, C5H13NP (charge +1).

Values from the calculation:
total charge: +1
E_HOMO: -12.70 eV
LUMO level: -3.943 eV
HOMO-LUMO gap: 8.75 eV

Last column: Löwdin charge in e.
Atoms and positions in Å:
C -1.3217 0.4950 0.8653  0.006
C -0.7392 -0.3582 -1.3563  -0.291
C 0.8723 -0.5478 0.8672  -0.319
C 0.6396 -1.8684 1.4918  -0.158
C 1.4930 1.3804 -1.0596  -0.285
N -1.4406 0.6968 -0.5660  -0.085
P 1.0929 -0.4157 -0.9088  0.962
H -1.9254 -0.3091 1.2519  0.082
H -1.2767 1.3873 1.4644  0.077
H -1.1791 -1.3271 -1.1127  0.097
H -0.8706 -0.1755 -2.4250  0.100
H 1.4269 0.1584 1.4721  0.082
H 1.6081 -2.3631 1.6102  0.096
H 0.0103 -2.5159 0.8842  0.075
H 0.2155 -1.7695 2.4896  0.088
H 2.5671 1.4871 -0.9158  0.048
H 0.9979 1.9968 -0.3092  0.039
H 1.2715 1.7345 -2.0659  0.050
H -2.4259 0.7147 -0.8650  0.186
H -1.0158 1.5992 -0.8121  0.152

Winner for stability: <w>

<w>
ORCA calculation (ωB97M-V with the def2-TZVPD basis set) on 2 unconnected molecules or ions with the total composition C3H12N4O.

Values from the calculation:
SMILES: CN(C)NN.NC=O
E_HOMO: -8.99 eV
LUMO level: 0.788 eV
HOMO-LUMO gap: 9.78 eV

Last column: Löwdin charge in e.
Atoms and positions in Å:
C -0.0672 -1.1799 1.0569  -0.101
C 1.4006 0.7227 0.9143  -0.112
N 0.1063 0.1749 0.5619  -0.316
N -0.9296 1.0975 1.0584  -0.119
N -2.1539 1.0071 0.4062  -0.011
H -1.0938 0.9122 2.0542  0.108
H -2.5048 0.0513 0.3340  0.059
H -2.0154 1.3139 -0.5719  0.070
H 2.1873 0.1155 0.4645  0.072
H -0.0216 -1.2292 2.1563  0.083
H -1.0283 -1.5625 0.7158  0.074
H 0.7174 -1.8190 0.6532  0.077
H 1.4557 1.7399 0.5319  0.078
H 1.5636 0.7474 2.0019  0.079
N 0.9686 -0.7256 -2.1877  0.124
C -0.1439 0.0134 -1.9437  -0.462
O -1.2748 -0.4344 -1.9579  -0.025
H 1.8829 -0.3139 -2.1283  0.090
H 0.8864 -1.7278 -2.1443  0.103
H 0.0644 1.0966 -1.9757  0.130

<x>
ORCA calculation (ωB97M-V with the def2-TZVPD basis set) on a molecular structure, C3H12N4O.

Values from the calculation:
E_HOMO: -7.83 eV
LUMO level: 0.938 eV
HOMO-LUMO gap: 8.76 eV

Last column: Löwdin charge in e.
Atoms and positions in Å:
C 2.3681 -0.0485 0.9257  -0.173
C 0.9770 0.5734 0.9913  -0.191
H 2.3053 -1.1378 0.9744  0.064
H 3.0160 0.2814 1.7437  0.061
H 2.8648 0.1956 -0.0175  0.064
H 0.5580 0.3643 1.9871  0.064
H 1.0311 1.6598 0.8564  0.061
H -0.8149 0.5356 0.7149  0.126
N -1.5078 -0.0226 0.0509  -0.242
C 0.1718 -0.2585 -0.7087  -0.584
N -2.3674 0.6479 -0.8581  0.057
N -1.9595 -1.2608 0.5942  0.062
N 0.3936 0.6602 -1.7092  0.119
O 0.3651 -1.4467 -0.8435  -0.011
H -2.4087 0.0978 -1.7159  0.087
H -3.3002 0.6378 -0.4555  0.078
H -1.3354 -1.5097 1.3608  0.086
H -1.7877 -2.0120 -0.0754  0.080
H 0.3001 1.6333 -1.4646  0.089
H 1.1309 0.4096 -2.3510  0.104

Winner for stability: <w>

<w>
ORCA calculation (ωB97M-V with the def2-TZVPD basis set) on a gas-phase ion, C4H11NPS (charge +1).

Values from the calculation:
SMILES: [NH3+][C@H]1CSC[C@@H]1P
total charge: +1
E_HOMO: -13.42 eV
LUMO level: -3.426 eV
HOMO-LUMO gap: 9.99 eV

Last column: Löwdin charge in e.
Atoms and positions in Å:
C 0.2114 0.0364 -1.5098  -0.389
C -1.5350 0.2999 0.4204  -0.395
C 0.8527 -0.2846 -0.1297  -0.465
C -0.0264 0.2863 0.9521  -0.583
N 0.8011 -1.7595 -0.1512  0.119
P 0.6823 2.0169 1.2049  0.905
S -1.4607 -0.5455 -1.2471  0.922
H 0.2156 1.0490 -1.8011  0.077
H 0.6365 -0.4997 -2.3026  0.073
H -2.3278 -0.1721 1.1553  0.131
H -1.8196 1.3481 0.1904  0.050
H 1.8436 0.0816 -0.1147  0.113
H 0.0262 -0.3783 1.8647  0.130
H 1.2597 -2.1276 -1.0612  0.201
H -0.2150 -1.8263 -0.4091  0.039
H 1.1808 -2.4223 0.6272  0.226
H -0.1768 2.2884 2.2060  -0.117
H -0.1487 2.6093 0.1056  -0.037

<x>
ORCA calculation (ωB97M-V with the def2-TZVPD basis set) on a gas-phase ion, C4H11NPS (charge +1).

Values from the calculation:
SMILES: CC(=[PH]=S)[NH+](C)C
total charge: +1
E_HOMO (spin up / spin down): -12.62 / -12.62 eV
LUMO level (spin up / spin down): -5.140 / -5.139 eV
HOMO-LUMO gap (spin up / spin down): 7.48 / 7.48 eV

Last column: Löwdin charge in e.
Atoms and positions in Å:
C -0.6852 -1.5770 -0.3170  -0.123
C 0.9159 0.4161 1.2169  -0.084
C 1.6043 0.3941 -1.0132  0.026
C -0.7585 -0.0853 -0.4101  -0.558
N 0.4220 0.6701 -0.1092  -0.273
P -2.1977 0.6301 0.1395  0.466
S -3.9597 -0.1686 0.2050  0.270
H -0.5875 -1.8393 0.8368  0.124
H -1.6801 -2.1126 -0.6241  0.112
H 0.1277 -2.0851 -0.8355  0.082
H 1.1435 -0.7202 1.2986  0.129
H 1.8586 1.0522 1.4245  0.143
H 0.1781 0.6548 2.1014  0.148
H 2.1664 1.3757 -1.2244  0.145
H 2.2155 -0.3176 -0.4097  0.110
H 1.3126 -0.0079 -1.9678  0.102
H -2.3191 2.0293 -0.2069  0.005
H 0.2429 1.6912 -0.1047  0.176

Winner for stability: <w>

<w>
ORCA calculation (ωB97M-V with the def2-TZVPD basis set) on C2H2O3S in the gas phase.

Values from the calculation:
SMILES: O=C(O)C(O)=S
E_HOMO: -9.51 eV
LUMO level: -1.269 eV
HOMO-LUMO gap: 8.24 eV

Last column: Löwdin charge in e.
Atoms and positions in Å:
C 0.4102 -0.1279 -0.6725  -0.304
C 0.3430 -0.4515 0.8462  -0.807
H -0.8101 0.9190 -2.0312  0.211
H -1.3578 0.4884 1.1654  0.086
O -0.9889 0.2328 -1.1671  -0.069
O 1.5261 0.1169 -1.3075  0.025
O -0.6609 0.0510 1.6189  0.009
S 1.5385 -1.2287 1.5478  0.850

<x>
ORCA calculation (ωB97M-V with the def2-TZVPD basis set) on C2H2O3S in the gas phase.

Values from the calculation:
E_HOMO: -11.45 eV
LUMO level: -1.271 eV
HOMO-LUMO gap: 10.18 eV

Last column: Löwdin charge in e.
Atoms and positions in Å:
C 1.5500 -0.4848 0.0372  0.145
C 0.9520 0.5621 -0.0473  -0.054
O -1.1076 -1.1543 -0.8565  -0.258
O -1.1819 -0.2140 1.4126  -0.249
O -1.6730 1.2034 -0.5231  -0.252
S -1.1818 -0.0258 0.0042  0.519
H 1.8794 -1.4879 0.0733  0.071
H 0.7630 1.6014 -0.1004  0.077

Winner for stability: <w>

<w>
ORCA calculation (ωB97M-V with the def2-TZVPD basis set) on 2 unconnected molecules or ions with the total composition C2H2O3S.

Values from the calculation:
E_HOMO (spin up / spin down): -10.68 / -10.68 eV
LUMO level (spin up / spin down): -1.792 / -3.273 eV
HOMO-LUMO gap (spin up / spin down): 8.88 / 7.40 eV

Last column: Löwdin charge in e.
Atoms and positions in Å:
C -1.3280 1.1641 0.0812  0.025
C -1.4084 2.3203 0.3187  -0.068
O 0.2203 -2.1939 1.1291  -0.335
O 2.1519 -1.2781 -0.4100  -0.226
O -0.3861 -0.5900 -0.6326  -0.405
S 0.5025 -1.7036 -0.2433  0.889
H 2.2527 -0.7747 -1.2180  0.054
H -2.0049 3.0559 0.9749  0.066

<x>
ORCA calculation (ωB97M-V with the def2-TZVPD basis set) on 2 unconnected molecules or ions with the total composition C2H2O3S.

Values from the calculation:
E_HOMO: -9.87 eV
LUMO level: -1.049 eV
HOMO-LUMO gap: 8.82 eV

Last column: Löwdin charge in e.
Atoms and positions in Å:
C 0.5351 -0.7787 1.0910  -0.333
C -0.5496 -0.9686 0.4063  -0.013
O 1.3416 1.0507 -1.3489  -0.413
O 1.3437 -0.5706 1.8470  0.225
O -0.9268 1.7345 -1.6111  -0.419
S 0.1781 1.6090 -0.7029  0.865
H -1.3057 -1.2771 0.9759  0.034
H -0.6163 -0.7992 -0.6573  0.054

Winner for stability: <x>

<w>
ORCA calculation (ωB97M-V with the def2-TZVPD basis set) on a gas-phase ion, C3H9N2O (charge +1).

Values from the calculation:
total charge: +1
E_HOMO (spin up / spin down): -15.43 / -15.45 eV
LUMO level (spin up / spin down): -7.154 / -6.826 eV
HOMO-LUMO gap (spin up / spin down): 8.27 / 8.63 eV

Last column: Löwdin charge in e.
Atoms and positions in Å:
C 1.0235 0.9845 -0.2117  -0.579
C -0.8038 -0.9270 -0.6722  -0.050
C 0.8844 -1.4841 0.8046  -0.047
N 0.2339 1.9345 -0.3437  0.215
N 0.2374 -0.4407 0.1630  -0.037
O 2.1693 0.9288 0.2781  0.192
H 1.2002 0.2916 -1.1285  0.260
H -1.4701 -0.1438 -0.9624  0.088
H -0.4289 -1.4103 -1.6062  0.134
H -1.4150 -1.7887 -0.2231  0.151
H 0.8339 -2.4856 0.3719  0.121
H 1.9804 -1.2401 0.6668  0.138
H 0.8003 -1.5822 1.8406  0.113
H 0.4059 2.8104 0.1503  0.172
H -0.1966 2.1436 -1.1991  0.131

<x>
ORCA calculation (ωB97M-V with the def2-TZVPD basis set) on 2 unconnected molecules or ions with the total composition C3H9N2O.

Values from the calculation:
total charge: +1
E_HOMO: -14.90 eV
LUMO level: -3.405 eV
HOMO-LUMO gap: 11.50 eV

Last column: Löwdin charge in e.
Atoms and positions in Å:
C -0.1685 0.6928 0.3365  -0.252
C -0.8230 0.7431 -1.8605  -0.085
C 0.1858 -1.7292 1.8251  -0.005
N 1.0240 1.1892 0.1030  0.211
N 0.2602 -1.3001 0.6417  0.054
O -1.1623 0.7113 -0.5267  -0.025
H -0.3544 0.6208 1.4053  0.147
H -0.8262 1.8030 -2.1166  0.104
H -1.7400 0.2677 -2.3229  0.127
H 0.1375 0.2058 -2.3417  0.162
H -0.0651 -1.1505 2.6603  0.059
H 0.3070 -2.8844 2.1692  0.153
H 1.2995 1.4934 -0.7402  0.072
H 1.6842 1.3855 0.8391  0.152
H 0.2413 -2.0485 -0.0719  0.126

<y>
ORCA calculation (ωB97M-V with the def2-TZVPD basis set) on a molecular structure, C3H9N2O.

Values from the calculation:
total charge: +1
E_HOMO (spin up / spin down): -16.27 / -15.33 eV
LUMO level (spin up / spin down): -6.289 / -6.577 eV
HOMO-LUMO gap (spin up / spin down): 9.99 / 8.75 eV

Last column: Löwdin charge in e.
Atoms and positions in Å:
C 0.0310 1.8669 1.3992  -0.080
C 0.1709 -2.4784 -0.6627  -0.002
C -0.7268 1.0621 0.3487  -0.203
N 1.3114 -0.2527 -1.8942  0.353
N 0.2281 -1.0512 -0.5488  -0.018
O -0.4429 -0.3478 0.3688  -0.008
H -0.4406 1.5572 2.4074  0.108
H 1.1194 1.7293 1.4565  0.081
H -0.2875 2.9993 1.4151  0.136
H 1.0808 -2.8708 -1.0543  0.098
H -0.5131 -2.8379 -1.4421  0.123
H -0.1640 -2.8814 0.2833  0.116
H -0.4284 1.5291 -0.6820  0.135
H -1.7662 1.2969 0.5772  0.133
H 0.8278 0.6793 -1.9722  0.027

Winner for stability: <x>